Density functional theory data (wB97M-V/def2-TZVPD) for 9 unconnected molecules or ions with the total composition C42H99N3O3 in a non-equilibrium geometry.

CARTESIAN COORDINATES (ANGSTROEM)
C1 7.3873 -7.7118 19.9525
C2 7.3615 -7.3504 18.4749
N1 7.8710 -8.2812 17.6636
O1 6.8276 -6.3326 18.0808
H1 8.0427 -8.5507 20.1915
H2 6.3926 -8.0367 20.2659
H3 7.6184 -6.8402 20.5612
H4 8.1589 -9.1553 18.0656
H5 7.8851 -8.1170 16.6716
C3 6.1268 -16.2554 21.3367
C4 6.6228 -15.6101 20.0621
N2 7.8794 -15.8656 19.6657
O2 5.9172 -14.8309 19.4306
H6 6.8647 -16.9321 21.7707
H7 5.2303 -16.7949 21.0400
H8 5.9782 -15.4801 22.0857
H9 8.1868 -15.3802 18.8371
H10 8.5595 -16.4757 20.0818
C5 12.7325 -10.0704 22.5634
C6 12.1593 -10.5382 21.2384
N3 13.0517 -10.8285 20.2897
O3 10.9492 -10.5869 21.0396
H11 12.1020 -9.2695 22.9450
H12 13.7624 -9.7214 22.5487
H13 12.5756 -10.9506 23.1894
H14 14.0155 -10.6875 20.5389
H15 12.8048 -11.0124 19.3332
C7 12.5663 -1.3504 24.1335
C8 11.1652 -1.7981 24.5707
C9 10.1897 -2.2226 23.4693
C10 10.6030 -3.5201 22.7591
C11 10.3347 -4.7905 23.5795
C12 10.7280 -6.0961 22.9138
H16 13.1455 -2.2093 23.7862
H17 13.1398 -0.7817 24.8611
H18 12.4755 -0.7332 23.2333
H19 11.2854 -2.6001 25.3063
H20 10.7400 -0.9968 25.1823
H21 10.0796 -1.3961 22.7627
H22 9.2185 -2.2726 23.9692
H23 10.0937 -3.5147 21.7924
H24 11.6719 -3.4253 22.5558
H25 10.9500 -4.6505 24.4756
H26 9.3314 -4.8789 24.0020
H27 10.4386 -6.0992 21.8585
H28 11.8092 -6.2447 22.8549
H29 10.2800 -6.9722 23.3819
C13 7.9688 -12.6505 22.2662
C14 8.8656 -12.3537 23.4523
C15 8.3047 -11.2478 24.3512
C16 8.3898 -9.8505 23.7887
C17 7.6672 -8.7681 24.6221
C18 6.1733 -8.8240 24.4062
H30 7.8311 -11.7362 21.6867
H31 6.9366 -12.9468 22.4842
H32 8.3336 -13.4804 21.6589
H33 9.0565 -13.2330 24.0759
H34 9.8697 -12.1162 23.0878
H35 8.7256 -11.2851 25.3620
H36 7.2620 -11.5227 24.5545
H37 9.4340 -9.5404 23.6825
H38 7.9850 -9.7835 22.7748
H39 8.0173 -8.8127 25.6565
H40 8.1154 -7.8534 24.2201
H41 5.9411 -8.6346 23.3594
H42 5.8206 -9.8173 24.6905
H43 5.6778 -8.1245 25.0810
C19 3.6252 -12.2215 22.6154
C20 2.5125 -11.2127 22.9196
C21 2.8330 -10.1151 23.9469
C22 3.0627 -10.6462 25.3697
C23 3.1952 -9.6311 26.5073
C24 1.8867 -8.8791 26.7455
H44 4.0143 -12.6194 23.5543
H45 4.4508 -11.7546 22.0774
H46 3.2005 -13.0090 21.9946
H47 2.2506 -10.7803 21.9510
H48 1.6173 -11.7046 23.3108
H49 2.0252 -9.3841 23.9096
H50 3.7944 -9.6603 23.6977
H51 2.3044 -11.3912 25.6509
H52 3.9213 -11.3234 25.2879
H53 3.4810 -10.2088 27.3864
H54 3.9938 -8.9521 26.2081
H55 1.1572 -9.4381 27.3344
H56 2.1585 -8.0086 27.3464
H57 1.3673 -8.5932 25.8328
C25 10.0041 -15.0075 26.5510
C26 9.2602 -14.2029 27.5944
C27 9.2003 -14.8345 28.9996
C28 10.5282 -14.7819 29.7794
C29 10.8609 -13.4118 30.3762
C30 12.2759 -13.2053 30.9241
H58 11.0587 -14.9578 26.8343
H59 9.8865 -14.6008 25.5455
H60 9.7062 -16.0538 26.4683
H61 9.6297 -13.1761 27.6289
H62 8.2089 -14.0904 27.3071
H63 8.9612 -15.8935 28.8741
H64 8.3716 -14.3631 29.5296
H65 10.5437 -15.5675 30.5375
H66 11.3481 -15.0332 29.0989
H67 10.7441 -12.6083 29.6417
H68 10.1401 -13.1312 31.1494
H69 12.4692 -13.8804 31.7637
H70 13.0862 -13.4756 30.2414
H71 12.4327 -12.1762 31.2439
C31 5.2935 -3.4596 26.9778
C32 5.4480 -4.9745 26.9535
C33 6.6297 -5.4612 27.7914
C34 6.3677 -5.7075 29.2592
C35 6.0108 -4.4845 30.1120
C36 6.2406 -4.7836 31.6090
H72 4.5064 -3.1150 26.3052
H73 6.2503 -3.0572 26.6368
H74 5.0918 -2.9821 27.9369
H75 4.5985 -5.5487 27.3347
H76 5.6125 -5.2686 25.9156
H77 7.4731 -4.7588 27.7080
H78 7.1469 -6.2848 27.2861
H79 5.5129 -6.3734 29.4186
H80 7.2499 -6.1655 29.7127
H81 6.6644 -3.6424 29.8721
H82 4.9655 -4.1964 30.0016
H83 5.7152 -5.6728 31.9633
H84 7.2953 -4.8745 31.8634
H85 5.7816 -3.9538 32.1517
C37 13.1748 -12.3744 25.4530
C38 11.9150 -11.6738 26.0013
C39 12.0480 -11.1247 27.4167
C40 10.7877 -10.3994 27.8864
C41 10.8815 -9.7549 29.2831
C42 9.4789 -9.5129 29.8524
H86 13.9422 -11.6488 25.1801
H87 12.8497 -12.9264 24.5675
H88 13.6304 -13.1293 26.0964
H89 11.6679 -10.8772 25.2943
H90 11.1383 -12.4362 25.9105
H91 12.9265 -10.4881 27.5495
H92 12.2487 -12.0250 28.0089
H93 10.5065 -9.6460 27.1424
H94 9.9411 -11.0909 27.8365
H95 11.4158 -10.4376 29.9442
H96 11.3748 -8.7843 29.2323
H97 9.5564 -9.1852 30.8908
H98 8.9116 -8.7085 29.3710
H99 8.7801 -10.3437 29.7356

Calculated values
E_LUMO: 0.4 eV
Charge: 0
Highest occupied orbital energy: -9.468 eV
SMILES string: CC(N)=O.CC(N)=O.CC(N)=O.CCCCCC.CCCCCC.CCCCCC.CCCCCC.CCCCCC.CCCCCC
Orbital gap: 9.9 eV

Atomic partial charges in e from the Mulliken method, atoms 1 to 5: -0.4910, 0.4187, -0.3421, -0.6315, 0.0667

=====

Density functional theory data (wB97M-V/def2-TZVPD) for C22H36N8 in the gas phase.

CARTESIAN COORDINATES (ANGSTROEM)
N1 5.8916 -0.8545 -1.4239
C1 5.1587 -0.0125 -1.1704
C2 4.2725 1.0697 -0.8385
C3 3.8489 1.0682 0.6428
N2 2.6693 0.2520 0.8662
C4 2.9870 -1.1697 0.8165
C5 1.7756 -2.0375 0.4726
C6 1.1647 -1.5942 -0.8579
N3 -0.2105 -2.0374 -1.0095
C7 -0.3490 -3.4529 -1.2700
C8 -0.7196 -4.2670 -0.0080
C9 -2.0662 -4.0168 0.4225
N4 -3.1448 -3.8209 0.7509
C10 -1.0316 -1.1834 -1.8498
C11 -2.4426 -0.9539 -1.2926
N5 -2.5292 0.0844 -0.2659
C12 -3.9269 0.3764 0.0198
C13 -4.5549 1.3099 -1.0323
C14 -3.8658 2.5702 -1.0794
N6 -3.3085 3.5687 -1.1061
C15 -1.7868 -0.3237 0.9270
C16 -1.6908 0.7212 2.0399
C17 -1.1619 2.0728 1.5632
N7 0.1917 1.9981 1.0398
C18 0.4188 2.9901 0.0106
C19 -0.2096 2.5403 -1.3271
C20 0.7841 1.9135 -2.1452
N8 1.6174 1.4311 -2.7661
C21 1.2191 1.9368 2.0649
C22 1.9710 0.5965 2.0943
H1 4.7993 2.0001 -1.0686
H2 3.3833 1.0094 -1.4740
H3 4.6983 0.7480 1.2742
H4 3.6048 2.0951 0.9173
H5 3.4268 -1.5126 1.7701
H6 3.7346 -1.3203 0.0370
H7 2.1085 -3.0763 0.4289
H8 1.0154 -1.9538 1.2504
H9 1.8018 -1.9382 -1.6895
H10 1.1742 -0.5043 -0.8548
H11 -1.1272 -3.6218 -2.0217
H12 0.5913 -3.8671 -1.6620
H13 -0.6295 -5.3344 -0.2301
H14 -0.0430 -4.0198 0.8108
H15 -1.1375 -1.6097 -2.8599
H16 -0.5413 -0.2186 -1.9619
H17 -3.0671 -0.6371 -2.1317
H18 -2.8446 -1.9070 -0.9143
H19 -4.5316 -0.5445 0.0765
H20 -3.9894 0.8780 0.9854
H21 -4.5221 0.8632 -2.0288
H22 -5.6011 1.4942 -0.7728
H23 -2.2186 -1.2467 1.3497
H24 -0.7774 -0.5396 0.5876
H25 -1.0267 0.3153 2.8053
H26 -2.6591 0.8831 2.5186
H27 -1.8187 2.4364 0.7732
H28 -1.2226 2.7924 2.4003
H29 1.4944 3.1167 -0.1304
H30 -0.0050 3.9697 0.2880
H31 -0.6270 3.3923 -1.8679
H32 -1.0163 1.8295 -1.1270
H33 0.7677 2.0615 3.0575
H34 1.9318 2.7602 1.9442
H35 2.6659 0.6172 2.9559
H36 1.2361 -0.1859 2.2765

Calculated values
E_LUMO: 0.7 eV
Relative energy (zero: lowest compared OMol25 entry of this formula, charge and spin): 0.0 kJ/mol
Charge: 0
Highest occupied orbital energy: -8.632 eV
SMILES string: N#CCCN1CCCN(CCC#N)CCN(CCC#N)CCCN(CCC#N)CC1
Orbital gap: 9.3 eV

Atomic partial charges in e from the Mulliken method, atoms 1 to 5: -0.5489, 0.1826, -0.0318, -0.8835, 1.1995

=====

Density functional theory data (wB97M-V/def2-TZVPD) for 2 unconnected molecules or ions with the total composition CH6O2 in a non-equilibrium geometry.

CARTESIAN COORDINATES (ANGSTROEM)
C1 0.0000 0.0000 0.0000
O1 -0.1226 -0.2906 1.3712
H1 0.7251 -0.7147 -0.4244
H2 0.3746 1.0235 -0.1693
H3 -0.9599 -0.1156 -0.5309
H4 -0.0311 -1.2375 1.6065
O2 2.6931 0.6044 -1.2879
H5 2.8191 0.7599 -2.2514
H6 2.3265 -0.3068 -1.2296

Calculated values
E_LUMO: 0.7 eV
Relative energy (zero: lowest compared OMol25 entry of this formula, charge and spin): 40.0 kJ/mol
Charge: 0
Highest occupied orbital energy: -10.299 eV
SMILES string: CO.O
Orbital gap: 11.0 eV

Atomic partial charges in e from the Mulliken method, atoms 1 to 5: -0.2752, -0.5247, -0.0247, 0.2651, 0.2525